Below is the molecule C5H6Br2, with properties calculated with ωB97M-V/def2-TZVPD.

**Strongest force on any atom**: 4.12 eV Å⁻¹
**HOMO**: -7.7 eV
**Multiplicity**: 1
**Relative energy (zero: lowest compared OMol25 entry of this formula, charge and spin)**: 93.8 kcal/mol

Geometry (Å):
C1 1.126 0.415 1.024
C2 -0.362 0.851 1.250
C3 -0.171 0.134 -1.448
C4 0.166 0.404 -0.032
C5 -0.611 -1.251 -1.073
Br1 0.830 -2.534 -0.864
Br2 -2.358 -1.493 -0.320
H1 1.829 1.219 0.695
H2 1.217 -0.476 1.713
H3 -0.886 0.099 1.797
H4 -0.593 1.867 1.436
H5 -0.843 0.604 -2.067
H6 0.656 0.159 -2.109

These are the natural (NBO) partial charges, in e, on atoms 1 to 2: number 1, C, carries -0.46; number 2, C, carries -0.43



Below is a structure of composition C26H78FO13Sn, with properties calculated with ωB97M-V/def2-TZVPD.

**Strongest force on any atom**: 2.53 eV Å⁻¹
**HOMO**: -11.6 eV
**Multiplicity**: 1
**Net charge**: +1

Geometry (Å):
Sn1 0.180 1.023 -0.138
F1 0.909 -1.740 1.147
C1 -3.437 2.366 1.006
C2 -2.693 3.605 0.504
O1 -1.843 3.236 -0.552
H1 -2.751 1.696 1.525
H2 -3.951 1.810 0.222
H3 -4.144 2.677 1.774
H4 -2.152 3.971 1.376
H5 -3.421 4.366 0.224
H6 -2.279 3.565 -1.341
C3 0.939 -1.824 -2.609
C4 2.400 -1.299 -2.645
O2 2.575 -0.080 -1.986
H7 0.660 -2.103 -1.593
H8 0.833 -2.689 -3.264
H9 0.252 -1.047 -2.947
H10 2.627 -1.171 -3.703
H11 3.115 -2.066 -2.347
H12 3.421 0.291 -2.248
C5 -3.092 -0.581 -3.928
C6 -3.132 0.242 -2.604
O3 -2.215 -0.361 -1.717
H13 -3.653 -0.092 -4.724
H14 -3.561 -1.547 -3.747
H15 -2.073 -0.717 -4.291
H16 -4.140 0.183 -2.194
H17 -2.869 1.286 -2.777
H18 -2.411 -1.301 -1.735
C7 -3.557 -4.890 -2.949
C8 -2.149 -4.296 -2.690
O4 -2.195 -3.308 -1.671
H19 -3.566 -5.823 -3.513
H20 -4.281 -4.298 -3.509
H21 -4.066 -5.177 -2.029
H22 -1.723 -3.813 -3.570
H23 -1.505 -5.110 -2.357
H24 -1.470 -3.524 -1.080
C9 0.192 -6.298 0.058
C10 0.881 -4.981 -0.033
O5 -0.190 -4.006 0.120
H25 -0.228 -6.443 1.053
H26 0.910 -7.102 -0.102
H27 -0.641 -6.415 -0.634
H28 1.443 -4.788 -0.947
H29 1.615 -4.823 0.756
H30 0.258 -3.203 0.397
C11 0.080 1.172 -5.101
C12 0.537 2.143 -4.042
O6 -0.393 2.158 -2.979
H31 -0.088 0.149 -4.765
H32 0.808 1.177 -5.913
H33 -0.934 1.386 -5.438
H34 0.733 3.112 -4.501
H35 1.494 1.795 -3.651
H36 -1.107 2.774 -3.158
C13 2.910 4.072 -2.260
C14 2.664 3.966 -0.724
O7 1.267 3.769 -0.544
H37 3.952 4.346 -2.430
H38 2.302 4.825 -2.761
H39 2.789 3.108 -2.754
H40 2.897 4.923 -0.257
H41 3.206 3.136 -0.271
H42 0.773 4.458 -0.995
C15 5.561 -2.191 2.477
C16 4.120 -2.561 2.132
O8 3.661 -1.870 0.965
H43 6.275 -2.546 1.735
H44 5.922 -2.687 3.378
H45 5.606 -1.108 2.596
H46 3.497 -2.182 2.943
H47 3.866 -3.621 2.122
H48 2.705 -1.949 1.004
C17 -1.489 7.258 -1.171
C18 -0.411 6.178 -0.949
O9 -0.237 5.517 -2.145
H49 -2.410 6.775 -1.498
H50 -1.214 7.920 -1.992
H51 -1.552 7.816 -0.237
H52 -0.675 5.486 -0.149
H53 0.584 6.585 -0.767
H54 -1.082 5.110 -2.347
C19 -3.938 -0.970 2.053
C20 -2.650 -1.720 2.041
O10 -1.548 -0.898 1.814
H55 -3.951 -0.214 2.838
H56 -4.813 -1.596 2.228
H57 -4.131 -0.481 1.098
H58 -2.659 -2.506 1.285
H59 -2.476 -2.196 3.006
H60 -0.755 -1.437 1.862
C21 2.953 2.745 2.663
C22 3.238 1.232 2.587
O11 3.031 0.784 1.247
H61 2.905 3.099 3.693
H62 1.992 2.954 2.192
H63 3.601 3.405 2.086
H64 2.612 0.737 3.329
H65 4.258 1.030 2.912
H66 3.277 -0.143 1.290
C23 -1.754 1.548 4.298
C24 -0.303 1.664 3.725
O12 -0.389 2.393 2.522
H67 -2.347 0.883 3.671
H68 -2.289 2.495 4.218
H69 -1.739 1.201 5.331
H70 -0.001 0.626 3.588
H71 0.380 2.187 4.395
H72 -0.561 3.313 2.732
C25 1.181 -4.513 4.753
C26 0.349 -3.544 3.906
O13 1.000 -2.282 3.966
H73 1.022 -5.572 4.547
H74 1.002 -4.347 5.815
H75 2.250 -4.395 4.572
H76 -0.684 -3.558 4.254
H77 0.474 -3.822 2.860
H78 1.023 -1.901 3.085

These are the Löwdin partial charges, in e, on atoms 1 to 2: number 1, Sn, carries 1.80; number 2, F, carries -0.48



Below is a cluster of 2 separate species, CH2N2O3Si in total, with properties calculated with ωB97M-V/def2-TZVPD.

**Strongest force on any atom**: 5.13 eV Å⁻¹
**HOMO (alpha / beta)**: -9.4 / -9.4 eV
**Multiplicity**: 1
**Relative energy (zero: lowest compared OMol25 entry of this formula, charge and spin)**: 46.0 kcal/mol
**SMILES string**: O=[SiH]O.N#CN=O

Geometry (Å):
O1 0.055 0.154 -0.243
Si1 0.251 1.644 -0.431
O2 0.506 2.766 0.737
H1 0.446 2.191 -1.740
H2 0.465 2.723 1.762
N1 0.052 -2.884 -1.599
C1 -0.227 -2.435 -0.566
N2 -0.847 -1.972 0.452
O3 -0.700 -2.186 1.629

These are the natural (NBO) partial charges, in e, on atoms 1 to 2: number 1, O, carries -1.21; number 2, Si, carries 2.04



Below is a cluster of 2 separate species, C14H31FNO4S in total, with properties calculated with ωB97M-V/def2-TZVPD.

**Strongest force on any atom**: 2.25 eV Å⁻¹
**HOMO**: -11.1 eV
**Multiplicity**: 1
**Net charge**: +1

Geometry (Å):
C1 6.325 -1.555 1.304
C2 6.454 -1.641 -0.252
O1 5.648 -0.718 -1.017
C3 4.987 0.254 -0.249
C4 4.275 1.202 -1.325
S1 2.621 1.650 -0.605
C5 2.810 2.985 0.647
C6 4.182 2.995 1.386
F1 5.201 3.458 0.576
O2 1.662 2.303 -1.802
C7 0.330 1.698 -1.711
C8 -0.515 2.258 -0.496
N1 -1.793 1.532 -0.447
C9 -2.247 1.245 0.930
C10 -2.358 -0.320 1.153
C11 -3.454 -0.944 0.204
O3 -2.818 -0.558 2.500
H1 6.921 -2.349 1.820
H2 5.281 -1.681 1.684
H3 6.728 -0.590 1.708
H4 6.111 -2.667 -0.543
H5 7.539 -1.523 -0.499
H6 4.149 -0.158 0.380
H7 5.661 0.925 0.331
H8 4.147 0.661 -2.291
H9 4.891 2.120 -1.469
H10 2.527 3.954 0.173
H11 2.032 2.789 1.430
H12 4.153 3.644 2.295
H13 4.363 1.960 1.772
H14 0.469 0.606 -1.530
H15 -0.274 1.884 -2.625
H16 0.048 2.273 0.462
H17 -0.744 3.328 -0.752
H18 -2.510 2.089 -0.904
H19 -3.256 1.679 1.153
H20 -1.566 1.642 1.727
H21 -1.374 -0.828 0.994
H22 -3.632 -0.319 -0.700
H23 -3.141 -1.981 -0.055
H24 -4.391 -1.028 0.803
H25 -2.253 0.011 3.039
C12 -7.091 -3.358 0.350
C13 -6.825 -2.886 -1.055
O4 -5.852 -2.212 -1.320
C14 -7.814 -3.285 -2.117
H26 -6.300 -2.998 1.009
H27 -8.046 -2.963 0.701
H28 -7.104 -4.449 0.381
H29 -8.801 -2.887 -1.875
H30 -7.858 -4.373 -2.195
H31 -7.497 -2.877 -3.077

These are the natural (NBO) partial charges, in e, on atoms 1 to 2: number 1, C, carries -0.66; number 2, C, carries -0.07



Below is a structure of composition C38H46AsCoN4OP2Te, with properties calculated with ωB97M-V/def2-TZVPD.

**Strongest force on any atom**: 0.54 eV Å⁻¹
**HOMO (alpha / beta)**: -9.1 / -9.3 eV
**Multiplicity**: 4
**Net charge**: +1

Geometry (Å):
Co1 -1.129 0.796 0.517
Te1 0.948 -2.565 1.125
C1 2.574 -3.530 0.194
C2 2.853 -3.338 -1.152
C3 3.957 -3.974 -1.699
N1 4.769 -4.770 -1.013
C4 4.487 -4.954 0.271
C5 3.415 -4.359 0.923
C6 0.745 -0.993 -0.242
P1 1.195 0.622 0.433
C7 2.598 0.388 1.556
C8 2.618 1.033 2.785
C9 3.708 0.889 3.633
C10 4.777 0.094 3.253
C11 4.763 -0.551 2.023
C12 3.680 -0.404 1.175
C13 1.977 1.706 -0.814
C14 2.883 1.265 -1.771
C15 3.544 2.169 -2.585
C16 3.332 3.533 -2.427
C17 2.448 3.985 -1.458
C18 1.764 3.074 -0.667
P2 -0.867 -0.902 -1.028
C19 -1.630 -2.539 -1.058
C20 -1.157 -3.535 -1.906
C21 -1.718 -4.800 -1.869
C22 -2.762 -5.074 -0.996
C23 -3.250 -4.080 -0.160
C24 -2.683 -2.816 -0.191
C25 -0.722 -0.545 -2.809
C26 0.493 -0.494 -3.473
C27 0.536 -0.262 -4.842
C28 -0.639 -0.105 -5.558
C29 -1.865 -0.180 -4.904
C30 -1.905 -0.389 -3.536
H1 2.231 -2.690 -1.760
H2 4.198 -3.838 -2.747
H3 5.159 -5.605 0.819
H4 3.265 -4.536 1.980
H5 1.779 1.646 3.088
H6 3.719 1.393 4.589
H7 5.624 -0.024 3.914
H8 5.594 -1.176 1.725
H9 3.666 -0.926 0.227
H10 3.087 0.207 -1.868
H11 4.244 1.813 -3.328
H12 3.865 4.238 -3.048
H13 2.296 5.048 -1.318
H14 1.061 3.425 0.082
H15 -0.347 -3.325 -2.593
H16 -1.342 -5.574 -2.523
H17 -3.200 -6.062 -0.973
H18 -4.072 -4.291 0.511
H19 -3.064 -2.033 0.455
H20 1.400 -0.650 -2.911
H21 1.490 -0.221 -5.352
H22 -0.605 0.060 -6.626
H23 -2.785 -0.082 -5.465
H24 -2.861 -0.459 -3.026
C31 -1.481 2.625 3.009
N2 -2.131 1.637 3.843
C32 -2.873 2.131 4.989
C33 -2.193 0.349 3.442
N3 -1.827 -0.017 2.238
N4 -2.666 -0.552 4.372
C34 -1.980 -0.624 5.659
C35 -3.106 -1.849 3.894
H25 -1.595 3.598 3.480
H26 -1.940 2.693 2.015
H27 -0.416 2.415 2.897
H28 -3.431 3.021 4.695
H29 -2.210 2.394 5.815
H30 -3.580 1.376 5.325
H31 -1.827 -1.030 2.174
H32 -1.489 0.317 5.886
H33 -1.216 -1.408 5.637
H34 -2.692 -0.848 6.453
H35 -3.735 -1.733 3.013
H36 -3.700 -2.317 4.677
H37 -2.270 -2.521 3.659
C36 -0.678 3.039 -3.281
As1 -1.995 3.245 -1.911
C37 -3.696 2.704 -2.619
C38 -2.102 5.105 -1.455
O1 -1.617 2.371 -0.551
H38 -0.981 3.622 -4.150
H39 -0.606 1.985 -3.545
H40 0.283 3.390 -2.907
H41 -4.131 3.515 -3.199
H42 -4.352 2.449 -1.787
H43 -3.553 1.831 -3.256
H44 -2.391 5.687 -2.328
H45 -1.123 5.431 -1.104
H46 -2.838 5.235 -0.662

These are the Löwdin partial charges, in e, on atoms 1 to 2: number 1, Co, carries 0.34; number 2, Te, carries 1.28



Below is the molecule HO2P, with properties calculated with ωB97M-V/def2-TZVPD.

**Strongest force on any atom**: 1.69 eV Å⁻¹
**HOMO**: -10.4 eV
**Multiplicity**: 1
**Relative energy (zero: lowest compared OMol25 entry of this formula, charge and spin)**: 86.5 kcal/mol
**SMILES string**: o1o[pH]1

Geometry (Å):
O1 0.755 0.351 -0.794
O2 0.755 0.393 0.775
P1 -0.133 -0.725 0.018
H1 -1.377 -0.020 0.000

These are the natural (NBO) partial charges, in e, on atoms 1 to 2: number 1, O, carries -0.51; number 2, O, carries -0.51



Below is the molecule C19H21NO4, with properties calculated with ωB97M-V/def2-TZVPD.

**Strongest force on any atom**: 12.00 eV Å⁻¹
**HOMO**: -8.3 eV
**Multiplicity**: 1
**Relative energy (zero: lowest compared OMol25 entry of this formula, charge and spin)**: 284.1 kcal/mol
**SMILES string**: CCOC(=O)C1CCN(C(C)=C2C(=O)c3ccccc3C2=O)CC1

Geometry (Å):
C1 -6.732 -1.801 1.029
C2 -5.739 -0.583 0.959
O1 -4.642 -1.069 0.140
C3 -3.935 0.039 0.006
O2 -4.230 1.156 0.334
C4 -2.623 -0.350 -0.818
C5 -2.081 0.700 -1.753
C6 -1.185 1.717 -1.030
N1 0.102 0.706 -0.568
C7 1.284 1.569 -0.241
C8 1.321 2.934 -0.135
C9 2.439 0.747 -0.270
C10 2.664 -0.573 -0.597
O3 2.099 -1.339 -1.471
C11 4.069 -0.959 -0.197
C12 4.942 -1.945 -0.576
C13 6.093 -2.080 0.132
C14 6.611 -1.081 0.652
C15 5.805 0.178 1.126
C16 4.640 0.268 0.510
C17 3.590 1.309 0.698
O4 3.839 2.504 0.829
C18 -0.185 -0.619 -0.114
C19 -1.545 -0.449 0.466
H1 -6.385 -2.673 1.472
H2 -7.764 -1.724 1.484
H3 -7.106 -2.030 -0.152
H4 -6.203 0.364 0.425
H5 -5.603 -0.301 1.962
H6 -2.968 -1.224 -0.989
H7 -2.799 1.213 -2.105
H8 -1.544 0.378 -2.446
H9 -0.869 2.531 -1.519
H10 -1.540 2.015 0.062
H11 2.186 3.396 0.289
H12 0.371 3.341 0.162
H13 1.376 3.438 -1.188
H14 4.335 -2.901 -0.972
H15 6.751 -2.855 -0.181
H16 7.671 -1.342 1.133
H17 6.418 0.932 1.521
H18 -0.020 -1.228 -0.937
H19 0.536 -0.721 0.705
H20 -1.696 -1.655 0.642
H21 -1.746 0.066 1.521

These are the natural (NBO) partial charges, in e, on atoms 1 to 2: number 1, C, carries -0.63; number 2, C, carries -0.11



Below is a cluster of 24 separate species, C13H70BN2O25P in total, with properties calculated with ωB97M-V/def2-TZVPD.

**Strongest force on any atom**: 1.72 eV Å⁻¹
**HOMO**: -8.4 eV
**Multiplicity**: 1

Geometry (Å):
C1 -0.185 -2.154 3.439
C2 0.596 -1.052 2.665
C3 0.539 -1.331 1.141
C4 0.450 -0.076 0.254
C5 -0.562 -0.412 -0.893
C6 1.798 0.355 -0.397
C7 2.049 -0.605 -1.511
N1 2.232 -1.394 -2.326
B1 3.114 0.201 0.531
O1 4.287 -0.241 -0.066
O2 3.117 0.471 1.869
C8 4.386 0.376 2.536
C9 1.714 1.784 -1.053
C10 3.028 2.209 -1.563
N2 4.034 2.530 -2.015
P1 0.922 3.209 -0.114
C11 1.218 2.981 1.685
C12 -0.921 2.956 -0.364
C13 -1.728 2.896 0.937
H1 -0.676 -2.835 2.751
H2 -0.872 -1.700 4.146
H3 0.520 -2.760 4.013
H4 1.617 -1.047 3.039
H5 0.120 -0.087 2.845
H6 1.323 -2.030 0.832
H7 -0.404 -1.861 0.994
H8 -0.022 0.716 0.827
H9 -0.515 -1.455 -1.197
H10 -0.479 0.283 -1.729
H11 -1.552 -0.250 -0.474
H12 4.378 -1.198 0.025
H13 5.107 1.062 2.098
H14 4.770 -0.642 2.522
H15 4.237 0.670 3.577
H16 1.092 1.675 -1.947
H17 1.061 1.971 2.068
H18 0.604 3.651 2.283
H19 2.257 3.245 1.889
H20 -1.125 2.120 -1.034
H21 -1.245 3.850 -0.892
H22 -1.516 3.785 1.531
H23 -2.801 2.940 0.727
H24 -1.566 1.988 1.519
O3 -2.243 4.255 -2.889
H25 -2.931 4.786 -3.303
H26 -1.832 3.780 -3.628
O4 -3.092 -2.866 3.287
H27 -3.398 -2.966 4.199
H28 -3.356 -3.692 2.865
O5 4.040 -2.925 1.413
H29 3.765 -3.063 2.325
H30 3.866 -3.769 0.981
O6 -2.472 -0.345 1.598
H31 -3.421 -0.311 1.768
H32 -2.175 -1.094 2.135
O7 4.294 2.685 -5.280
H33 4.182 2.558 -4.330
H34 5.233 2.878 -5.380
O8 6.645 1.323 -7.171
H35 5.686 1.308 -7.063
H36 6.949 0.596 -6.617
O9 3.155 2.932 4.516
H37 2.393 2.964 5.102
H38 2.933 2.241 3.881
O10 -4.003 0.760 -1.302
H39 -3.418 0.428 -0.611
H40 -3.878 1.716 -1.285
O11 -6.671 -0.485 -0.714
H41 -5.889 -0.144 -1.171
H42 -6.575 -1.439 -0.777
O12 -7.323 2.379 -1.628
H43 -8.279 2.405 -1.504
H44 -7.043 1.616 -1.109
O13 -10.369 1.893 -1.365
H45 -11.131 1.932 -0.780
H46 -10.584 1.204 -2.002
O14 -5.248 -3.373 5.214
H47 -5.211 -2.909 6.059
H48 -6.159 -3.680 5.159
O15 -4.706 -2.528 0.044
H49 -4.805 -2.667 0.994
H50 -3.762 -2.396 -0.088
O16 -6.282 -4.289 2.462
H51 -6.261 -3.820 3.301
H52 -7.192 -4.598 2.379
O17 -7.116 -7.007 2.534
H53 -6.309 -6.693 2.111
H54 -7.083 -7.964 2.453
O18 0.521 -2.320 6.668
H55 1.183 -1.867 7.201
H56 0.757 -3.250 6.744
O19 0.767 4.734 5.269
H57 0.424 5.592 5.001
H58 1.047 4.869 6.180
O20 9.907 0.556 -6.766
H59 9.041 0.823 -7.090
H60 10.170 -0.154 -7.363
O21 -0.257 2.889 -4.538
H61 0.366 3.455 -4.067
H62 0.103 2.000 -4.456
O22 11.341 -0.482 -9.542
H63 12.170 -0.600 -9.068
H64 11.557 0.173 -10.211
O23 -7.013 -2.358 -3.593
H65 -6.451 -2.698 -2.891
H66 -6.891 -1.404 -3.553
O24 -2.804 -3.326 6.926
H67 -1.986 -3.018 6.515
H68 -2.773 -4.284 6.839
O25 13.827 1.290 -9.070
H69 14.384 1.005 -8.339
H70 13.889 2.249 -9.056

These are the Löwdin partial charges, in e, on atoms 1 to 2: number 1, C, carries -0.11; number 2, C, carries -0.21



Number 4 is which compound?
C14H31FNO4S